45
Properties=species:S:1:pos:R:3:forces:R:3 method="wB97M-V/def2-TZVPD" smiles="COc1cc(OC)cc(-c2n[nH]c(=S)n2-c2cc(OC)ccc2OC)c1" e_above_lowest_kj_mol=362.9 e_tot_ev=-42468.5981 homo_lumo_gap_ev=8.22
C -1.05735 -1.11154 -4.06926 0.02 -0.06 -0.21
O -1.18606 -0.75430 -2.71457 0.03 0.01 0.31
C -0.39886 -1.37079 -1.79158 0.01 0.06 0.32
C 0.56721 -2.32506 -2.09635 0.06 -0.09 -0.36
C 1.31353 -2.90271 -1.07243 -0.15 0.14 0.30
O 2.27577 -3.84372 -1.26540 -0.09 0.13 0.25
C 2.52673 -4.30741 -2.56968 0.04 -0.07 -0.21
C 1.10209 -2.51746 0.24746 0.04 -0.03 -0.10
C 0.15186 -1.54942 0.54238 0.05 -0.36 -0.71
C -0.03702 -1.15199 1.92927 -0.04 -0.35 0.53
N 0.03738 -1.96383 2.93909 0.19 -0.59 -0.64
N -0.24184 -1.22024 4.02931 -0.07 0.80 -0.62
C -0.50117 0.07505 3.71627 -0.01 -0.26 0.36
S -0.89400 1.27725 4.75893 -0.12 0.55 0.61
N -0.36430 0.12129 2.34473 0.04 -0.57 0.58
C -0.40185 1.29803 1.57246 0.29 0.56 -0.43
C -1.48429 2.15394 1.70163 -0.13 0.11 -0.17
C -1.52767 3.33543 0.97042 0.30 -0.19 -0.13
O -2.53045 4.24870 1.03761 0.14 0.10 -0.18
C -3.54921 4.04851 1.99119 -0.15 -0.02 0.13
C -0.48345 3.61894 0.09303 -0.28 0.01 0.18
C 0.59609 2.76636 -0.02961 0.13 -0.15 0.00
C 0.67044 1.60087 0.72271 -0.09 -0.13 0.30
O 1.71417 0.72039 0.71676 -0.39 0.30 0.33
C 2.72079 0.88504 -0.24951 0.18 -0.01 -0.18
C -0.61003 -0.98361 -0.47188 -0.07 -0.08 -0.11
H -1.79185 -0.50971 -4.60184 0.07 -0.06 -0.01
H -1.27666 -2.17216 -4.22925 0.02 0.03 0.01
H -0.05824 -0.88266 -4.45483 -0.03 -0.02 0.02
H 0.73320 -2.61810 -3.11926 0.01 -0.03 -0.09
H 2.88323 -3.50404 -3.22309 -0.03 -0.03 0.02
H 1.63846 -4.77069 -3.01125 0.03 0.03 0.01
H 3.30855 -5.05835 -2.46851 -0.06 0.05 -0.06
H 1.68530 -2.96661 1.03245 0.11 -0.07 0.11
H -0.25521 -1.62293 4.95140 -0.03 0.13 -0.09
H -2.27129 1.88127 2.38432 -0.05 -0.01 0.05
H -4.18039 4.93393 1.93711 0.01 -0.09 0.04
H -3.13898 3.95412 3.00076 0.00 -0.02 -0.02
H -4.14903 3.16312 1.75690 0.03 0.02 0.02
H -0.52850 4.52899 -0.48302 0.00 0.12 -0.07
H 1.39328 3.03017 -0.70537 0.09 0.00 -0.06
H 2.30329 0.88413 -1.26140 0.00 0.00 0.02
H 3.29001 1.80598 -0.08736 -0.03 -0.03 -0.01
H 3.38023 0.02679 -0.13078 0.00 0.07 -0.05
H -1.37387 -0.25096 -0.26994 -0.09 0.09 0.02

41
Properties=species:S:1:pos:R:3:forces:R:3 method="wB97M-V/def2-TZVPD" smiles=C#Cc1ccc([C@]23OC[C@](C(C)(C)C)(CO2)[C@@H](C#N)O3)cc1 e_above_lowest_kj_mol=440.2 e_tot_ev=-26603.9167 homo_lumo_gap_ev=9.38
C -6.38385 4.29335 1.35389 0.66 -0.57 -0.10
C -5.41767 3.58590 1.13845 -1.67 1.19 0.61
C -4.27912 2.77104 0.87333 0.24 -0.81 -0.42
C -3.21048 3.33202 0.15222 0.09 -0.85 0.22
C -2.14626 2.49686 -0.21271 0.23 -0.09 -0.53
C -2.14726 1.10679 0.06871 -0.63 1.25 0.80
C -1.02108 0.22273 -0.37588 1.77 -1.19 -0.81
O -0.05389 -0.00522 0.67898 -1.61 0.34 -0.76
C 1.01602 -0.86480 0.30013 -0.29 -0.53 -0.86
C 0.82104 -1.36964 -1.18894 -0.17 0.72 0.42
C 2.02263 -2.24129 -1.71975 -0.01 -0.74 0.01
C 2.45824 -3.23296 -0.61056 1.02 1.27 -0.35
C 3.25390 -1.41720 -2.11707 -0.06 0.73 0.23
C 1.60871 -3.01039 -3.00084 -0.36 -1.13 0.23
C 0.65168 -0.10040 -2.05224 -0.54 -0.17 0.41
O -0.35457 0.78353 -1.49713 -0.01 -0.27 0.33
C -0.61153 -2.01220 -1.24274 0.30 0.73 0.30
C -0.76431 -3.16385 -0.34345 -0.25 -2.24 2.06
N -0.87818 -4.03106 0.43729 0.26 2.09 -2.04
O -1.58095 -1.02487 -0.80726 0.31 0.06 0.21
C -3.20751 0.57646 0.82466 -0.44 0.43 -0.17
C -4.29104 1.39196 1.21028 1.10 0.67 -0.58
H -7.25802 4.90280 1.56493 0.72 -0.47 -0.20
H -3.27883 4.39171 -0.13152 0.31 -0.62 0.14
H -1.32334 2.92843 -0.80608 -0.44 -0.39 0.41
H 1.08441 -1.68415 1.02909 -0.30 0.05 -0.33
H 1.92274 -0.29100 0.40395 0.55 0.21 -0.23
H 1.68021 -3.87415 -0.34024 -1.39 -0.88 0.64
H 3.22738 -3.88174 -0.99586 0.53 -0.13 -0.21
H 2.85727 -2.72834 0.29792 -0.25 -0.26 -0.68
H 3.53207 -0.72727 -1.31746 0.03 0.13 -0.05
H 4.13055 -2.04178 -2.29013 -0.21 -0.29 0.04
H 3.10309 -0.84187 -3.03910 -0.06 -0.05 0.20
H 1.08801 -2.35831 -3.70938 -0.07 -0.16 0.12
H 0.98390 -3.91660 -2.76828 0.23 0.96 -0.17
H 2.46697 -3.43097 -3.55572 -0.08 0.37 0.46
H 0.40485 -0.34892 -3.09464 -0.29 0.02 0.27
H 1.57862 0.43481 -2.08962 0.47 0.47 0.17
H -0.87744 -2.30263 -2.26765 0.11 0.03 0.24
H -3.22505 -0.48670 1.05838 0.05 0.25 -0.04
H -5.15155 1.00661 1.74067 0.14 -0.14 0.00

60
Properties=species:S:1:pos:R:3:forces:R:3 method="wB97M-V/def2-TZVPD" multiplicity=2 total_charge=+2 e_tot_ev=-137061.9666 homo_lumo_gap_ev="6.27 / 3.99" s2=0.767
C 1.75743 -3.30647 -3.65877 -0.21 0.55 0.03
C 2.55314 -2.17347 -2.95055 -0.33 -0.65 0.09
B 2.84403 -2.57619 -1.46912 0.15 -0.20 -0.27
O 3.00871 -3.88408 -1.17212 -0.23 0.33 0.30
C 3.03622 -1.52171 -0.26087 -0.22 -0.13 0.06
C 4.31951 -1.15846 0.07514 -0.17 -0.19 -0.52
Cl 5.65182 -1.80236 -0.80496 0.12 0.12 0.04
C 4.61309 -0.26495 1.12125 0.25 -0.16 -0.14
O 5.81971 0.08341 1.46201 -0.21 0.59 -0.28
C 3.53164 0.29209 1.88437 -0.80 -0.11 0.75
O 3.77067 1.10485 2.87842 0.01 0.12 -0.41
B 4.25124 2.41196 2.57924 0.19 1.15 -0.13
O 3.91461 2.90696 1.32907 0.48 -1.25 0.05
O 4.92582 3.10453 3.50703 0.26 -1.03 -0.02
C 2.21409 -0.09143 1.55897 0.02 -0.02 0.14
C 1.96063 -0.94558 0.51527 0.40 0.32 -0.02
C 0.49424 -1.27457 0.31430 0.26 0.20 -0.43
O 0.16544 -2.44875 0.19565 -0.04 -0.40 0.70
C -0.45896 -0.13802 0.42587 0.14 0.02 -0.30
C -0.16241 0.69790 1.50763 -0.02 0.08 -0.02
C -0.97605 1.76562 1.81098 -0.24 -0.48 -0.12
C -2.10632 1.99012 1.03596 0.13 0.49 0.14
C -2.93791 3.17718 1.47431 0.27 -0.73 -0.69
S -4.21630 2.58982 2.60925 -0.31 0.85 0.48
O -3.52988 2.31688 3.83487 0.33 -0.61 -0.01
O -5.31727 3.48792 2.59733 -0.16 0.10 -0.30
C -2.43419 1.16247 -0.06274 -0.07 0.22 0.08
C -3.74010 1.48918 -0.76654 0.68 -1.00 0.11
P -5.06540 0.21610 -0.68045 -1.93 1.28 0.45
O -6.29521 0.93300 -0.33376 0.18 0.32 0.04
O -5.26686 -0.58709 -2.02954 0.81 -0.22 0.23
O -4.62794 -0.79555 0.47102 0.65 -0.44 -0.90
C -1.57194 0.08891 -0.40248 -0.16 -0.37 0.68
P -1.85985 -0.95970 -1.87493 -0.77 1.10 -1.35
N -2.30969 -0.15495 -3.10941 0.21 0.21 0.75
O -2.78568 -2.15114 -1.39510 0.69 -0.35 0.15
O -0.50410 -1.71795 -2.25526 0.37 -0.03 0.71
C 1.04018 0.43613 2.33272 0.12 0.06 -1.01
O 1.08143 0.61582 3.51023 0.06 0.12 1.24
H 2.41812 -3.99517 -4.16736 0.09 -0.15 -0.01
H 1.12463 -3.85741 -2.97338 0.00 -0.16 0.13
H 1.09201 -2.85792 -4.38932 0.01 -0.07 -0.29
H 3.47921 -2.05288 -3.51185 0.25 0.28 0.14
H 2.02205 -1.22806 -3.02204 0.08 0.28 -0.01
H 3.08968 -4.04749 -0.22720 0.19 -0.36 -0.02
H 6.43896 -0.06124 0.71958 0.24 -0.42 0.21
H 4.69878 3.18299 0.84097 -0.25 0.59 -0.15
H 5.63861 3.62839 3.12658 -0.15 0.55 0.31
H -0.74996 2.39048 2.65986 0.00 0.10 0.12
H -3.35514 3.72657 0.64053 -0.29 0.09 0.01
H -2.29512 3.84636 2.03194 -0.19 0.18 0.36
H -4.61717 1.42457 2.02658 0.15 0.02 0.02
H -3.59129 1.83615 -1.78353 -0.08 -0.17 -0.21
H -4.24502 2.29529 -0.26197 -0.11 0.21 0.10
H -5.91848 -0.07429 -2.53222 -0.17 -0.26 -0.19
H -4.93763 -1.68418 0.23863 0.05 -0.14 0.30
H -2.39400 0.83618 -2.93703 -0.14 0.04 -0.43
H -2.52209 -2.96777 -1.84950 -0.32 -0.12 0.09
H -0.07127 -1.10605 -2.86875 0.02 -0.28 -0.40
Cu -0.09246 -2.15289 2.43519 -0.27 -0.06 -0.39

76
Properties=species:S:1:pos:R:3:forces:R:3 method="wB97M-V/def2-TZVPD" e_tot_ev=-363314.9744 homo_lumo_gap_ev=10.21
C -0.10784 5.64043 1.72833 -0.12 -0.27 0.66
B -0.62743 4.16134 1.71005 0.26 0.46 -0.30
O 0.22792 3.11314 1.94808 -0.75 -0.12 0.65
C -2.18486 3.85151 1.45462 0.14 -0.35 0.20
O -2.63395 3.38289 2.76604 0.44 0.14 -0.03
C -2.52703 2.03341 2.77977 -0.08 -0.01 -0.02
O -2.20614 1.42410 3.75626 -0.25 -0.07 0.10
C -2.88974 1.45819 1.40582 0.51 -0.01 0.29
C -2.07207 0.18214 1.11776 0.05 0.07 -0.49
C -0.58176 0.17984 1.38474 0.19 -0.41 0.01
O -0.21472 -1.21768 1.53666 -0.15 0.29 0.15
C 1.12466 -1.43632 1.38523 0.39 -0.15 -0.29
C 1.82758 -1.75657 2.66696 -0.42 -0.13 -0.21
O 1.66242 -1.37378 0.31332 -0.18 0.06 0.28
C -4.37122 1.00508 1.42284 0.09 -0.30 -0.08
C -4.77167 0.12920 2.62049 -0.57 -0.06 -0.11
O -4.73081 -1.24996 2.29196 0.35 0.41 0.27
C -6.21905 0.44772 2.99455 -0.28 -0.32 -0.19
F -7.03517 0.32433 1.92345 0.12 0.10 0.21
F -6.34538 1.71031 3.45175 0.09 -0.13 -0.06
F -6.68253 -0.38143 3.93894 0.12 0.21 -0.03
C -2.62924 2.70922 0.49491 -0.47 0.38 -0.35
P -1.52258 2.49968 -0.94985 -0.17 -0.50 -0.75
O -1.93658 1.37469 -1.82323 -0.08 -0.07 0.24
P -4.12950 3.45441 -0.31502 0.00 0.38 -0.05
O -3.81152 4.72581 -1.00427 0.13 -0.11 -0.14
H 0.42037 5.84630 0.79436 -0.06 0.06 -0.08
H 0.61915 5.76704 2.53690 0.09 0.10 -0.10
H -0.90178 6.37033 1.87931 0.05 0.09 -0.19
H 0.77646 3.29695 2.72230 0.44 -0.01 -0.45
H -2.69375 4.79655 1.27456 -0.19 -0.09 -0.14
H -2.23952 -0.07077 0.06776 -0.02 -0.08 0.05
H -2.48119 -0.64559 1.69328 -0.07 0.15 0.14
H -0.31894 0.68454 2.31159 -0.04 0.10 0.02
H 0.01413 0.58738 0.56825 -0.08 0.09 -0.05
H 1.37084 -2.64750 3.10061 0.02 0.04 0.12
H 2.87983 -1.91843 2.48602 -0.10 -0.05 -0.11
H 1.67420 -0.92056 3.35176 0.03 -0.08 0.10
H -4.52799 0.38702 0.53512 -0.04 0.03 0.01
H -5.07214 1.82978 1.35053 0.10 0.14 0.20
H -4.19006 0.33573 3.51834 0.10 0.06 -0.05
H -4.05129 -1.64807 2.85000 -0.28 -0.22 -0.12
H -1.62607 3.73988 -1.60016 0.23 0.21 0.29
H -0.20013 2.45846 -0.48030 -0.06 0.10 0.22
H -5.03005 3.65907 0.74266 -0.04 -0.18 0.03
H -4.67521 2.44758 -1.12597 -0.10 -0.08 0.14
C 1.49917 0.68200 -3.56473 -0.17 -0.17 0.07
Cl 0.97639 -0.39703 -2.28124 0.12 0.12 -0.10
Cl 3.27275 0.66183 -3.65059 -0.07 0.06 0.06
Cl 0.80926 0.17815 -5.10704 0.05 0.01 -0.01
Cl 0.96438 2.33190 -3.20736 0.14 0.18 -0.10
C 5.18940 -4.14300 0.23691 0.02 0.02 -0.03
Cl 5.07209 -3.54370 1.90467 0.06 -0.07 0.00
Cl 4.39343 -3.01674 -0.85027 -0.03 0.02 0.01
Cl 6.89447 -4.29777 -0.19752 0.01 -0.01 0.00
Cl 4.40923 -5.72355 0.14091 -0.01 -0.01 0.00
C -4.35508 -5.06621 2.40048 -0.06 0.02 0.02
Cl -3.06775 -3.85789 2.24602 0.21 -0.12 -0.03
Cl -5.63838 -4.42629 3.42672 0.00 0.00 0.01
Cl -4.99861 -5.43303 0.80164 0.00 0.00 -0.01
Cl -3.68950 -6.53170 3.12448 0.01 -0.01 0.00
C 4.29635 -0.12823 5.58153 0.01 -0.02 0.03
Cl 5.81823 0.50536 6.20621 0.00 0.00 -0.01
Cl 4.59162 -1.05827 4.11039 0.35 0.16 0.21
Cl 3.54374 -1.16832 6.79076 -0.02 -0.01 0.01
Cl 3.20818 1.21901 5.21000 -0.02 0.01 -0.01
C 4.30485 -1.12402 -8.15017 0.02 0.02 0.00
Cl 4.08842 -0.41714 -6.54937 0.04 -0.06 -0.13
Cl 3.38119 -0.19394 -9.33462 -0.01 0.01 -0.01
Cl 6.01370 -1.10463 -8.59090 -0.01 0.13 0.07
Cl 3.71914 -2.79395 -8.13426 0.00 -0.02 -0.01
C 8.18965 -4.39332 -10.38654 0.00 0.00 0.00
Cl 8.53139 -6.11431 -10.58800 0.00 0.00 0.00
Cl 6.48566 -4.16296 -10.00161 -0.01 -0.15 -0.06
Cl 9.17651 -3.74784 -9.06965 0.01 0.01 0.02
Cl 8.57726 -3.53704 -11.88216 0.00 0.01 -0.01